Molecular formula: C80H190B5F20N10O5
Method: DFT, ωB97M-V with the def2-TZVPD basis set

The highest occupied orbital energy comes out at -16.88 eV. The value obtained for the maximum force is 0.0544 Eh/bohr. For the energy relative to the best compared isomer or geometry (same formula, charge and spin), the calculation gives 0.0 kcal per mole. The calculation puts the HOMO-LUMO gap at 8.9 eV. The lowest unoccupied orbital energy is -8.0 eV. As for the net charge: +5. The total energy is -6206.9335 Eh.

```
310
Properties=species:S:1:pos:R:3:forces:R:3
H -4.5487 -1.7174 5.6347 0.37 0.25 -0.41
H -2.8593 7.6661 5.9329 0.08 0.50 0.02
F -0.4307 -1.7474 -2.4858 0.02 0.77 0.07
H -2.9917 2.0475 -2.2448 -0.07 0.09 0.35
H 3.3675 -0.0723 -3.6466 0.93 0.56 0.23
H -4.5081 2.9113 -0.5015 0.13 0.00 0.47
C 2.5623 1.8763 -5.2431 0.12 -0.18 -2.46
H -0.5484 4.6370 -5.7471 -1.08 0.06 -0.14
F 4.9866 -5.8368 2.5311 -0.32 1.03 -0.60
H 1.6025 -1.0848 7.0580 -0.12 -0.02 -0.67
F -2.5499 -0.8814 -2.5660 0.23 0.23 -0.08
H 0.1574 6.9176 3.8808 0.31 0.30 -0.19
H -2.9801 4.5822 -0.0195 0.06 -0.15 -0.19
H 1.6343 8.7027 -2.3929 -0.10 0.16 -0.24
H 0.9827 4.1214 -5.2912 0.43 0.37 -0.22
C -0.5122 11.0137 -3.5475 0.70 -0.56 0.42
C 0.3623 -9.0953 2.3386 -0.41 -0.73 0.08
H 3.0738 1.9146 -1.9744 -0.12 0.22 -0.16
H 3.1422 -6.7963 0.3926 -0.43 -0.02 -0.28
H -2.7246 -3.5077 -2.2899 -0.11 -0.51 0.16
H 7.0169 -4.2109 5.6261 -0.29 -0.12 0.04
C -3.4247 0.1420 5.3483 0.29 0.17 1.52
H 4.8300 -6.6229 -1.8206 0.20 0.12 0.37
B 3.5136 6.0929 -6.0753 -0.05 -0.60 -1.02
H 2.9967 3.6847 -6.4044 0.22 -0.12 0.31
H 4.7647 9.0966 -0.5041 0.07 -0.40 -0.28
O -2.4023 -5.0352 -0.8298 0.03 0.25 -0.44
H 1.2476 3.6461 -9.5208 -0.16 -0.47 0.30
H -6.0839 0.2401 -5.0800 -0.28 0.28 -0.02
H 3.6643 -2.1851 -0.0999 -0.37 -0.25 0.31
H -1.0965 -6.5633 -1.1739 -0.08 0.14 -0.10
C -4.2468 -3.4512 -0.7956 -0.39 0.13 0.34
C 4.0603 8.5887 -1.1702 -1.42 0.95 -0.29
F 4.6994 -4.6222 0.5220 0.62 0.09 -0.09
H -3.7470 4.6558 4.6825 -0.07 -0.33 -0.26
C 4.2824 -8.3562 -0.5804 -0.30 0.40 1.09
H -2.9597 0.8429 -8.8390 0.05 -0.15 -0.21
H -2.9720 5.3315 6.1344 0.22 -0.20 0.06
C 0.2781 3.1269 -7.0204 0.04 -0.90 -1.03
H -4.8696 1.4390 -5.7389 -0.50 -0.28 -0.06
C -2.1234 7.6437 5.1283 0.08 -1.01 0.90
H 0.3795 8.4757 -4.1362 0.00 0.06 -0.37
C -0.8644 3.3491 -2.4958 -0.11 0.19 0.42
H -5.7583 -1.5962 2.7178 -0.06 0.16 -0.13
H -2.0677 -2.3517 -4.4886 0.13 0.11 -0.39
N 2.0185 -1.0684 0.7443 1.32 -1.13 -0.17
H -4.3568 -3.2219 7.1244 0.67 0.10 0.07
H -2.9003 -0.9761 -0.2451 -0.10 0.25 -0.02
H 2.0838 -2.3421 -0.9324 0.10 0.29 -0.37
H 2.8813 -8.9559 3.2187 0.06 -0.06 -0.21
C -3.3354 -0.8070 7.6268 -0.10 0.17 0.70
H 3.2004 8.2756 -0.5711 0.05 0.02 0.20
H -2.1954 -2.9330 -0.7716 0.35 -0.23 0.12
H 8.6592 -4.4498 6.7516 0.28 0.21 -0.02
H 0.6255 -8.9865 3.4014 0.00 -0.02 -0.37
H 3.5337 -1.3459 2.3182 -0.20 -0.07 -0.26
F -0.7050 0.2529 3.6865 0.42 0.30 0.37
C 4.7565 -7.7050 -1.8708 -1.25 -0.12 0.02
H -3.5171 -3.4038 -6.9965 -0.22 0.29 0.44
H -1.1934 -0.7902 5.8488 0.48 0.22 0.14
H 0.3353 -2.5893 -4.9254 0.64 0.50 0.22
H 4.0044 -7.9053 -2.6367 0.35 -0.16 -0.36
C -1.0660 -5.4729 -1.1658 -0.34 0.68 -0.21
C 0.9999 11.2298 -3.3240 -0.59 -0.22 0.44
C 2.8062 2.6300 -6.5485 -2.08 0.44 -1.00
H 5.7601 -8.4706 5.0863 0.14 -0.18 0.26
H -0.7373 2.3609 -2.0573 -0.14 -0.11 -0.33
H 1.4319 -1.9367 3.9036 -0.06 -0.19 0.62
H 1.1756 0.6374 -7.2429 -0.44 0.30 -0.43
C 3.6294 1.9930 -1.0406 -0.12 0.63 -0.08
C -6.4307 4.8416 -2.1152 0.14 -0.83 0.46
H -3.4485 3.3158 -3.3116 0.07 0.33 -0.51
H -2.1632 5.2316 -3.4533 -0.29 0.28 0.14
H -4.4387 8.5678 4.0387 -0.09 0.09 0.16
H 0.1647 -0.3450 1.1763 -0.02 0.25 -0.29
H 4.1001 -9.4137 -0.7014 0.42 -0.48 -0.37
C 1.5845 -2.2528 2.8896 1.87 1.07 -0.81
H 5.5210 -3.7991 6.4274 -0.19 0.18 -0.02
H 0.2177 -11.0271 1.1643 0.14 0.64 0.11
H -5.3613 2.6292 -1.9449 0.17 -0.65 -0.49
H 1.1125 -7.1519 2.0793 0.08 0.86 -0.53
C -3.5167 -2.7987 -6.0703 0.36 0.04 -0.80
O -5.2150 4.5431 -1.4335 1.42 1.01 0.20
H -5.5031 -2.3093 -7.7548 -0.13 -0.61 -0.02
H -1.1275 3.2797 -3.5584 0.15 -0.07 0.23
C -3.5551 8.4500 3.4201 0.93 -0.75 0.46
H 2.9340 -7.9082 6.2417 0.32 0.09 0.02
H -2.8597 2.1292 0.0452 0.02 -0.29 0.68
C -4.3533 -4.5794 1.3870 0.71 0.84 0.45
H -1.1169 2.1498 0.0400 -0.24 0.04 0.39
H 5.1513 -8.9984 6.7462 0.66 0.17 -0.01
H -0.5911 -1.9603 2.5725 0.68 0.06 -0.15
H 2.1939 -3.1609 2.7885 -0.88 -0.06 0.47
H -5.1181 -5.2195 0.9967 -0.46 -0.47 0.26
H -0.3190 3.3325 -7.9199 -0.02 -0.17 0.28
C -1.3506 5.4557 4.0051 -0.60 0.62 -0.53
H -4.9542 -4.2202 -1.1260 0.30 -0.14 0.22
C -2.2677 8.8248 4.1751 -0.18 -0.93 0.31
H -4.4171 -0.9846 7.7369 0.42 -0.29 0.01
B -0.1287 1.5754 3.7413 -0.88 -0.54 -1.13
H 0.5544 4.2983 2.2778 0.09 0.01 -0.16
H 2.9219 3.1446 -9.1647 0.02 -0.01 -0.16
H 3.9363 -7.1892 8.3067 0.00 0.03 0.49
F -2.4400 -6.1224 3.7018 0.48 0.77 0.42
C -3.2533 -0.8820 -7.6357 -0.32 -1.16 0.60
H -3.0354 -0.1268 -5.1325 0.27 0.06 -0.12
H 5.1650 -5.5002 4.7201 0.56 -0.13 -0.63
N -4.5023 -3.2407 0.7143 0.33 0.48 -0.81
H 1.1078 -2.8094 6.7259 0.17 -0.01 -0.25
C 4.9156 -8.7240 5.7201 -1.09 0.33 0.51
F 2.2441 6.6407 -6.5869 1.15 -0.10 0.96
H -0.4068 10.9527 -5.7303 -0.16 0.02 0.05
H 2.6722 1.1764 -9.7813 0.41 -0.26 -0.37
C 0.9185 -10.4102 1.7523 -0.28 -1.23 1.11
H 3.6163 2.2088 -7.1102 0.55 -0.24 -0.01
H 3.6397 -7.2616 4.7471 -0.07 0.02 0.06
B -1.5757 -5.0392 3.9618 0.47 0.04 -1.12
H -6.0934 -3.3020 2.8727 -0.37 0.04 0.33
O 6.8325 -4.7669 7.6080 -1.12 0.31 -0.77
H -1.0760 -2.5170 5.8044 0.46 -0.22 0.21
H -3.4552 5.5042 -2.2244 0.10 0.49 0.24
H -0.6305 6.5713 2.3110 0.24 0.04 0.36
C 0.3646 4.1805 -2.1911 -1.00 0.18 -0.65
H -4.5531 -2.5502 -1.3199 0.04 0.34 0.18
H 5.7004 -6.9847 8.0587 -0.12 0.05 -0.03
C 2.6016 -5.0229 5.1165 0.10 0.31 1.63
H 1.7187 -0.4132 -3.7807 -0.92 0.22 -0.27
C -4.6106 3.2802 -1.5096 -1.07 -0.29 0.05
C -3.2585 -3.2188 7.0097 0.37 0.17 -0.29
C 2.6559 10.5858 -4.9682 1.24 0.68 -0.52
C 3.6239 0.6470 -0.3641 1.85 -0.86 0.41
H 0.2519 -4.0071 -5.9693 0.07 0.47 0.10
H 4.1596 0.7179 0.5926 0.16 -0.06 -0.23
O 2.5866 0.5104 -5.5136 0.62 -1.48 0.38
H 0.9171 -2.5683 -6.6978 0.00 0.51 0.30
N 2.4007 -8.5909 1.1840 -0.63 1.28 -0.54
H -6.0209 -2.0496 -6.0128 -0.50 -0.25 -0.16
C -3.5203 -1.3679 5.4369 -0.20 -0.56 -0.91
H -3.7516 1.3247 7.2313 -0.64 -0.16 0.16
H -1.0072 5.0721 4.9676 -0.09 -0.16 -0.20
H 2.2253 -0.1939 2.6058 -0.10 0.53 0.43
C -2.4004 5.3237 -2.3862 1.00 -1.34 -0.48
C -2.0025 2.6883 0.4147 1.09 0.15 -1.11
H 2.4409 -5.9388 7.1058 0.05 0.46 0.13
H -6.3710 4.6727 -3.1875 0.09 0.20 -0.17
H 1.3330 12.1490 -3.7997 0.01 -0.07 -0.07
H -2.8619 -0.9873 8.6088 -0.14 0.71 -0.44
H -1.4346 9.6713 -5.0287 -0.11 0.29 -0.14
C 0.5907 -1.3011 0.8697 -1.86 1.33 0.93
C -1.2640 -1.6759 6.4693 -0.72 -0.27 0.44
H 4.1491 -0.1061 -0.9867 -0.22 0.35 0.33
C 4.7179 -6.5366 7.9322 -0.28 -0.66 -1.06
H 0.2389 -3.2331 1.7335 -0.55 -0.52 -0.40
H -1.0066 11.9624 -3.4989 -0.38 0.51 -0.32
N -4.0591 -1.4330 -6.4414 -0.93 0.92 -0.24
F -1.2391 2.4664 3.8825 0.29 0.08 0.01
H -3.3639 -4.9963 1.2110 -0.12 0.11 -0.48
H 1.3401 4.7412 3.7773 -0.07 -0.38 0.27
C -5.0718 0.6170 -5.0450 1.30 -0.34 -0.20
H 0.4096 4.1556 -1.1271 0.88 0.09 0.86
H -4.2800 -3.1311 -5.3868 0.05 -0.74 0.35
H 2.1513 -0.4458 -9.2782 -0.10 0.33 0.24
H 1.9569 -10.1001 -0.1379 -0.18 -0.15 -0.20
C -3.1611 0.5018 6.8526 0.46 0.78 0.27
H 0.5249 -7.9581 0.5313 -0.05 0.38 0.02
H -3.1293 -1.8154 4.5193 0.08 -0.52 0.49
C 2.6221 -0.3409 -4.3670 0.31 -0.30 -0.57
C 0.3494 -2.2114 2.0479 -1.32 -1.62 -0.27
C 3.3085 -8.4837 2.3340 0.95 0.66 -0.09
H -1.1607 7.3895 5.6125 -0.31 0.65 -0.46
C 6.2513 -4.5962 6.3212 -0.16 1.19 0.33
C 0.1963 -2.8921 -5.9524 -0.48 -1.89 -0.01
F 2.8983 -5.1257 1.7839 0.53 0.05 0.25
C 0.6489 9.3314 -4.7689 -0.95 -0.46 0.34
H 3.5731 -7.4333 2.4961 -0.38 -0.15 0.12
H 8.7025 -5.2206 8.3669 -0.45 0.42 -0.15
H 4.6885 -5.5350 8.3512 0.10 -0.32 0.25
H -4.3641 6.1445 5.4802 0.10 -0.04 -0.39
C -0.4039 -1.6394 7.7722 0.47 -0.85 -2.63
H -4.6265 0.6172 -8.3407 -0.30 0.21 -0.08
C -2.8092 -3.7266 -1.2091 0.40 -0.06 0.25
C 3.5623 9.6218 -2.2367 -0.45 0.01 0.43
C 2.3915 9.1015 -3.0790 0.59 -0.69 0.80
H -7.2154 4.2204 -1.6974 -0.33 -0.17 -0.05
H -2.2052 -0.9685 -7.3387 -0.21 -0.19 -0.23
H -6.6036 -3.5118 0.4731 0.05 0.05 -0.05
C -2.0582 4.0440 -0.2762 -0.14 0.60 -0.39
H 0.7695 5.1795 -6.7330 0.34 0.29 0.13
N -2.5351 6.3965 4.3441 -0.48 -0.39 0.78
H -2.5482 0.4701 4.7931 -0.35 -0.10 -0.34
H 4.4202 9.8230 -2.8554 0.19 0.46 -0.37
H 3.0416 -10.5526 1.1679 -0.40 -0.12 -0.16
H -1.9003 2.7500 1.5051 -0.31 0.04 -0.29
H 1.8339 -5.6964 4.7772 -0.05 -0.30 -0.42
H -4.3192 -4.3715 2.4511 -0.66 -0.45 0.19
F 3.9839 5.2216 -7.1339 -0.35 0.59 0.92
H 0.4528 1.3600 -8.7612 -0.19 -0.14 0.09
H 1.2889 11.2815 -2.2761 0.03 -0.15 -0.08
H 1.6866 0.0537 -0.9988 -0.15 0.14 0.31
C 8.1490 -5.1353 7.4199 1.76 -0.83 0.79
H -0.7379 -5.0930 -2.1600 -0.28 -0.21 0.56
H -6.0884 -1.8217 0.2441 0.21 -0.29 -0.03
H 4.6167 2.4181 -1.2760 -0.24 -0.46 0.20
F -0.9010 0.0337 -3.9145 -0.04 -0.04 1.35
C 3.8694 -7.5910 5.7594 0.83 -0.86 -0.25
H -2.5119 -2.9523 1.3063 -0.10 0.26 0.58
H 3.1227 2.7047 -0.3775 0.01 0.09 -0.25
H -1.2582 4.7658 -0.0545 0.02 -0.57 0.08
C -5.5340 -1.6636 -6.8953 1.73 0.98 0.41
H -0.6974 -2.4531 8.4048 -0.58 -0.02 0.76
H 3.5550 -4.5042 6.9529 -0.12 0.03 0.45
H 8.2047 -6.1289 7.0029 0.14 -0.56 -0.48
F 3.2566 5.2913 -4.8970 -0.17 0.60 -0.72
N 1.6215 2.6517 -7.6123 -0.20 -0.88 0.62
C 2.5799 -2.2764 0.0310 0.01 0.66 -0.59
H -2.1556 0.9086 6.9810 0.18 -0.31 -0.18
C -2.1271 -2.8978 -5.4468 0.68 0.28 0.07
H -2.9417 -3.9224 6.2419 -0.12 0.35 -0.39
H -2.5434 -0.3614 1.3991 -0.11 -0.30 -0.20
C 2.4406 0.5520 -8.9284 0.12 0.87 0.19
C 0.9226 5.1394 2.8602 -0.58 0.43 0.98
H -4.2263 -0.4563 0.8842 0.14 0.27 -0.36
H 2.1972 -7.8044 -0.7864 -0.21 0.04 0.02
C -0.5414 10.2775 -4.8838 0.16 -0.19 -0.02
H -4.3453 0.5693 4.9293 0.30 -0.06 0.22
C -4.0408 -0.5236 -5.2032 0.06 -0.40 0.54
C -3.2502 -0.9425 0.7839 -0.33 -0.40 0.45
H -2.7490 -3.5711 7.8821 0.01 0.05 0.86
C -3.4060 -2.3308 1.3906 -0.92 -0.32 -1.33
H 0.1201 -1.5853 -0.0616 0.18 -0.19 -0.29
H 3.3962 2.2406 -4.6928 0.61 0.05 1.35
H 1.0604 8.9953 -5.7075 0.06 -0.31 -0.20
H 5.7161 -8.1333 -2.1034 0.25 -0.04 -0.48
F -0.9330 0.3566 -1.4884 0.15 -0.89 -1.61
H -2.3508 9.7288 4.7577 0.31 0.44 -0.17
H 2.7756 8.2786 -3.6795 -0.27 -0.12 -0.33
H 3.1119 9.7490 -5.4887 0.17 0.10 -0.20
H 0.2292 5.2199 -2.5035 0.33 -0.16 -0.15
H -0.3506 -5.1583 -0.3959 -0.10 0.13 -0.10
F 0.7796 1.7365 4.7448 0.04 -0.09 0.09
C 1.3456 1.2385 -8.1507 -0.50 -0.34 0.87
C 1.0275 -8.0484 1.4891 0.00 0.09 0.84
H 1.5765 -2.2039 8.3049 0.36 -0.48 0.69
H 2.8893 -1.3294 -4.7295 -0.12 -0.07 -0.07
H -4.8439 1.0222 -4.0499 -0.31 -0.19 -0.08
H 3.2004 10.5415 -1.7471 0.60 -0.20 0.03
C 3.1734 -5.4053 6.4945 0.54 -0.45 -1.15
H 1.2212 -11.0921 2.5731 -0.10 0.40 -0.42
H 1.7817 5.6299 2.4116 -0.27 0.22 -0.46
H 3.4047 11.1807 -4.4478 0.10 -0.17 0.03
H 1.2379 3.7490 -2.6672 0.17 0.06 0.12
H 4.2379 -8.9533 2.0054 -0.11 -0.23 0.46
C 1.0629 -1.9636 7.4000 -0.51 0.64 0.26
H 2.1447 11.2710 -5.6298 -0.12 -0.11 -0.43
F -2.2873 -3.7892 3.6858 0.06 -0.56 0.86
H 6.3304 -6.6249 5.6276 -0.39 0.45 -0.43
H -1.9385 -3.9439 -5.1942 -0.44 -0.28 0.04
H 1.6034 2.0031 -4.8277 -1.15 1.28 1.04
H -1.8268 4.6793 3.4097 0.23 -0.30 0.20
H 5.0982 -8.2198 0.1381 -0.28 -0.15 0.18
H -3.7246 8.9706 2.4862 0.11 0.16 -0.10
H -7.3960 -2.1718 2.4197 0.09 -0.16 -0.18
N -2.7787 -1.8171 6.6897 -1.18 -0.33 -1.07
H -1.4164 8.7689 3.4969 0.03 0.68 -0.03
F 0.4452 1.7690 2.4418 0.04 0.24 0.40
F 4.3894 -3.5569 2.5779 0.43 -0.50 -0.30
H -0.7302 -9.0210 2.2989 0.27 0.01 -0.10
H -2.6180 6.8496 2.3107 0.08 0.02 -0.24
O -1.0986 -2.5203 -6.3646 -1.26 0.67 -0.18
H 4.4417 7.6904 -1.6328 0.49 -0.05 -0.13
H 2.2631 4.5109 -8.3784 0.05 0.65 0.43
C 5.6239 -5.7798 5.6519 -1.15 -1.44 1.80
C -6.3396 -2.4141 2.2920 0.36 -0.26 0.86
H -4.1226 -1.1788 -4.3115 -0.09 0.17 -0.69
C 2.1203 -10.0068 0.9295 1.02 -1.13 -0.90
H 4.4580 -9.6326 5.3573 -0.23 -0.16 -0.48
C -3.4838 5.5551 5.2068 0.42 1.13 0.04
N 1.7000 10.0596 -4.0177 0.02 0.30 1.18
C -5.9849 -2.7107 0.8777 1.30 -0.06 -0.85
H -3.5409 -1.6245 -8.3842 0.63 0.23 -0.33
C -0.2228 6.1305 3.2380 0.10 -0.32 -0.49
N 4.3712 -6.3794 6.4584 0.45 1.78 0.12
F -0.5222 -5.0188 2.9851 -0.30 -0.40 0.64
C -3.2681 6.9640 3.1668 -0.57 0.07 -0.82
H -3.7987 -2.2291 2.3853 0.46 -0.31 0.54
B 4.3234 -4.7522 1.8300 -1.26 -0.75 0.74
C 0.3840 4.3410 -6.1777 0.69 -0.12 0.80
H 2.1134 -4.0704 5.3275 -0.09 0.01 -0.41
C -3.5996 0.5075 -8.0297 0.20 0.63 0.56
F -1.0174 -5.0668 5.2683 -0.66 0.25 -0.82
H 3.4046 -4.8402 4.4235 -0.08 0.01 -0.55
H 3.2859 0.4808 -8.2532 0.41 -0.33 -0.29
H -4.1943 6.4406 2.9682 -0.01 -0.52 0.12
H -5.9514 -0.7128 -7.2269 0.01 -0.10 0.31
C 2.9605 -7.7949 -0.0151 1.21 -0.09 0.50
C -3.2956 3.1004 -2.2681 0.20 -0.17 0.09
C 2.4572 -1.1771 2.2402 0.59 1.28 -0.64
N -2.0912 3.9453 -1.8242 -1.82 -0.12 0.09
H -6.6411 5.8628 -1.8435 -0.12 0.34 -0.31
H -0.9742 10.4049 -2.7516 0.37 0.04 -0.22
F 4.4663 7.0533 -5.8115 -0.73 0.07 0.17
H 1.7672 1.0376 0.5129 -0.38 -0.15 0.10
H -3.3721 1.1585 -7.1778 -0.20 0.15 -0.27
H -0.1741 2.2678 -6.5011 0.30 0.20 -0.09
H -1.6716 5.9803 -1.9488 -0.23 0.72 0.28
B -1.1562 -0.5514 -2.6290 -0.50 0.04 0.24
C 2.2342 0.2427 -0.0649 -0.90 -1.15 0.48
H -0.4014 -0.6611 8.1957 -0.47 0.48 0.75
H 2.2563 -3.1724 0.5416 0.45 -0.13 0.49
C 2.0052 3.5403 -8.7413 0.66 -0.03 -0.17
```
Positions in Å, forces in eV/Å.